Entry 1:
DFT (ωB97M-V/def2-TZVPD) results for a gas-phase ion, C15H19N4OS2 (charge +1).

Last column: Löwdin charge in e.
Geometry (Å):
S1 -3.0763 -3.4705 0.6882  0.77
S2 -0.6877 -2.7270 -0.8713  0.92
O1 -2.4961 3.3096 -0.8351  0.09
N1 -0.7863 2.6470 -2.4844  0.17
N2 -3.9712 2.4725 -2.6211  0.20
N3 -0.5902 -3.9129 1.5412  -0.20
N4 0.5254 -4.0939 3.3594  0.07
C1 0.1255 2.2054 1.0477  -0.11
C2 -0.6103 1.9132 -0.2707  -0.15
C3 -0.3959 -3.3874 2.7756  -0.16
C4 -3.2803 2.8674 -1.7655  -0.33
C5 1.1289 -0.8982 0.1377  -0.25
C6 0.8153 3.5596 1.0982  -0.15
C7 -0.2107 1.5076 -2.6067  0.12
C8 -1.0976 3.0971 -1.1306  -0.18
C9 1.2790 0.1403 -0.9980  -0.13
C10 1.6536 4.0409 0.1702  0.00
C11 0.2102 -4.9918 1.3411  -0.08
C12 1.0125 -2.3418 -0.3433  -0.43
C13 -1.4846 -3.4271 0.5504  -1.12
C14 -0.0397 0.8759 -1.2790  -0.21
C15 0.9064 -5.0719 2.5182  -0.14
H1 1.6914 -2.5602 -1.1650  0.09
H2 -0.7625 0.0417 -1.3353  0.14
H3 -0.6059 4.0563 -1.0174  0.16
H4 -0.6291 2.2227 1.8296  0.12
H5 -1.5369 1.4330 0.0419  0.16
H6 -0.9387 3.1836 -3.3357  0.20
H7 2.4411 3.4602 -0.3038  0.07
H8 0.6418 4.1719 1.9784  0.11
H9 1.5829 5.0918 -0.0910  0.07
H10 -0.9275 -2.5410 3.1639  0.13
H11 0.2595 -5.5794 0.4471  0.13
H12 0.2933 -0.6135 0.7753  0.10
H13 0.8353 1.4266 1.3326  0.11
H14 1.6644 -5.7976 2.7445  0.10
H15 1.3276 -2.9836 0.4776  0.07
H16 0.0781 1.1029 -3.5669  0.18
H17 1.5160 -0.4235 -1.9059  0.12
H18 2.0144 -0.8167 0.7714  0.12
H19 2.1247 0.8111 -0.8636  0.12

Output
2S+1: 1
E_HOMO (eV): -11.45
Charge: +1

=====

Entry 2:
DFT (ωB97M-V/def2-TZVPD) results for a molecular structure, C15H19N5O3Os.

Last column: Löwdin charge in e.
Geometry (Å):
Os1 0.0505 -0.6615 -0.8094  1.58
O1 0.6736 2.3304 -0.8978  0.23
O2 -2.5203 0.4793 0.4068  0.22
O3 -0.2274 1.6979 1.8468  0.00
N1 -0.1875 2.9114 3.7680  0.47
N2 -0.5713 -1.1152 1.9367  0.15
N3 -1.2653 0.3164 -2.6032  0.11
N4 2.1021 0.4461 0.8535  0.15
N5 -1.3876 3.6542 1.8708  0.34
C1 0.7137 -1.5863 -2.6036  -0.13
C2 -0.4288 -2.2544 -2.1331  -0.13
C3 1.8174 -1.4115 -1.7343  -0.15
C4 3.2246 0.6809 0.6455  -0.17
C5 -1.5153 0.0022 0.0684  -0.27
C6 0.7685 -2.8437 -0.0977  -0.03
C7 0.5518 1.1921 -0.7795  -0.28
C8 -0.5771 2.7122 2.4615  -0.48
C9 1.8921 -2.1871 -0.5603  -0.03
C10 -0.4467 -2.7364 -0.8025  -0.15
C11 -1.8107 0.5893 -3.5880  -0.08
C12 -2.6096 1.2419 -4.6106  0.02
C13 -1.2269 -1.9115 2.4596  -0.17
C14 -2.0437 -2.7739 3.2533  0.01
C15 4.5853 1.0800 0.5418  0.01
H1 -3.2062 2.0497 -4.2048  0.12
H2 -0.4327 3.7458 4.2876  0.19
H3 -1.5805 3.4187 0.9000  0.15
H4 2.7996 -2.1674 0.0475  0.16
H5 -1.3224 -2.3143 -2.7458  0.16
H6 -2.0041 1.7005 -5.3936  0.12
H7 -1.3896 -3.0401 -0.3463  0.16
H8 -1.6756 4.5356 2.2825  0.17
H9 0.7168 -1.1256 -3.5858  0.16
H10 5.1112 0.8912 1.4904  0.13
H11 5.0847 0.5319 -0.2618  0.12
H12 0.7905 -3.3368 0.8769  0.16
H13 2.6077 -0.7059 -1.9926  0.16
H14 -3.3269 0.5889 -5.1136  0.12
H15 -2.4875 -3.5396 2.6153  0.11
H16 -2.8470 -2.1919 3.7160  0.13
H17 4.6356 2.1501 0.3044  0.13
H18 0.4207 2.2135 4.1899  0.19
H19 -1.4557 -3.2572 4.0412  0.13

Output
2S+1: 5
E_HOMO (alpha / beta) (eV): -21.89 / -23.02
Charge: +4

=====

Entry 3:
DFT (ωB97M-V/def2-TZVPD) results for 3 unconnected molecules or ions with the total composition C15H19N6O3.

Last column: Löwdin charge in e.
Geometry (Å):
O1 0.6798 0.1670 -0.6338  -0.05
O2 -5.2787 1.0079 -0.8651  0.17
O3 0.1164 2.0793 0.4629  0.20
N1 0.9316 1.3056 0.4260  0.12
N2 4.0555 2.0427 -0.1831  -0.01
N3 1.9072 -1.2824 2.2829  -0.01
N4 -4.4860 -0.9425 -1.8660  -0.05
N5 -2.7076 -0.9665 -0.3611  0.19
N6 -3.1435 -0.6529 -1.5536  -0.07
C1 4.5360 2.8203 0.8397  -0.15
C2 5.8796 2.5881 0.9394  -0.10
C3 -1.0895 0.2555 -2.2275  0.10
C4 3.1191 -1.7447 4.0706  -0.10
C5 5.0801 1.3196 -0.7381  -0.14
C6 -2.3919 -0.0798 -2.4971  0.05
C7 -1.4551 -0.7023 -0.0716  0.03
C8 1.9286 -2.5218 4.1149  -0.10
C9 1.2013 -2.2181 2.9982  -0.15
C10 -5.8497 0.7278 -3.1835  0.02
C11 -0.5931 -0.0697 -0.9801  -0.28
C12 3.0800 -0.9921 2.9299  -0.13
C13 6.2245 1.6372 -0.0610  -0.10
C14 -5.0944 -1.8638 -0.9015  -0.03
C15 -5.2346 0.3715 -1.8725  -0.42
H1 -4.5021 -2.7719 -0.8567  0.10
H2 -1.1224 -0.9968 0.9143  0.14
H3 1.6256 -0.8873 1.4071  0.09
H4 3.9156 -1.7447 4.7946  0.10
H5 -5.2040 -1.4205 0.0849  0.09
H6 -0.4764 0.7247 -2.9813  0.15
H7 0.2516 -2.5952 2.6562  0.09
H8 3.1029 2.0100 -0.4849  0.10
H9 -6.0735 -2.1098 -1.3052  0.11
H10 3.8866 3.4664 1.4052  0.10
H11 -5.6660 -0.0127 -3.9528  0.09
H12 1.6452 -3.2263 4.8780  0.10
H13 6.5455 3.0495 1.6484  0.10
H14 -6.9210 0.8522 -3.0350  0.11
H15 -2.8619 0.0850 -3.4544  0.16
H16 7.2032 1.2349 -0.2587  0.10
H17 4.9080 0.6445 -1.5584  0.10
H18 -5.4534 1.6947 -3.4925  0.10
H19 3.7808 -0.2826 2.5223  0.11

Output
2S+1: 1
E_HOMO (eV): -10.30
Charge: +1

=====

Entry 4:
DFT (ωB97M-V/def2-TZVPD) results for a single C15H19NO2S molecule.

Last column: Löwdin charge in e.
Geometry (Å):
S1 -2.5190 -1.8661 -0.7886  1.09
O1 1.6605 3.2332 2.2567  -0.01
O2 -4.6508 -3.7165 -3.5506  0.08
N1 1.3558 1.1609 1.2880  0.02
C1 1.6684 1.9934 2.3776  -0.23
C2 -0.7570 2.1295 0.2351  0.00
C3 -0.0635 -0.5803 -0.5271  -0.23
C4 1.5018 3.0123 -0.4824  -0.02
C5 0.8643 0.5508 -0.9936  -0.07
C6 -1.0528 -1.2502 -1.4238  -0.48
C7 0.5213 -0.6478 3.0464  -0.05
C8 2.5129 -0.9632 1.6584  -0.02
C9 0.7611 1.6901 0.0331  -0.42
C10 -3.0278 -2.4552 -2.3559  -0.49
C11 1.1215 -0.2940 1.6059  -0.44
C12 -0.8960 -1.4536 -2.8120  -0.04
C13 0.1317 -1.0194 0.7116  -0.03
C14 -2.1241 -2.1521 -3.2873  -0.11
C15 -4.4081 -2.9443 -2.6789  -0.29
H1 3.2026 -0.4774 2.3328  0.08
H2 -0.3811 -1.9572 0.9826  0.11
H3 -5.1134 -2.7497 -1.8645  0.11
H4 -1.4979 1.3381 0.2830  0.07
H5 0.1896 -1.7319 3.0737  0.11
H6 2.9365 -0.9497 0.6806  0.07
H7 1.0748 3.8828 0.0908  0.09
H8 1.1423 -0.4778 3.8180  0.01
H9 -0.0531 -1.1841 -3.3768  0.09
H10 -2.2028 -2.3986 -4.3581  0.13
H11 1.9005 0.2561 -1.0805  0.12
H12 -1.0281 2.6392 -0.6749  0.07
H13 -0.9646 2.9037 0.9589  0.08
H14 1.2366 3.2087 -1.5133  0.07
H15 0.6241 0.9532 -1.9582  0.11
H16 2.2893 -2.0084 2.0286  0.11
H17 -0.2782 0.0644 3.3908  0.11
H18 2.5664 2.7944 -0.4663  0.08
H19 1.7564 1.4667 3.3402  0.13

Output
2S+1: 1
E_HOMO (eV): -8.81

=====

Entry 5:
DFT (ωB97M-V/def2-TZVPD) results for a molecular structure, C15H19NO3.

Last column: Löwdin charge in e.
Geometry (Å):
O1 0.6759 2.9578 1.5477  -0.01
O2 -4.6863 0.3373 -0.7131  -0.01
O3 -3.2400 -1.4384 0.9390  -0.08
N1 1.6528 1.1573 0.6191  0.18
C1 -5.0285 -0.8709 -0.6303  -0.29
C2 -2.8532 1.9611 -0.7498  -0.13
C3 3.8580 0.1512 -0.8410  -0.29
C4 -1.4399 0.3597 0.9162  -0.04
C5 -3.4701 0.8869 -0.5861  -0.11
C6 -2.7827 -0.0720 0.6620  0.01
C7 4.3561 -0.9670 -0.3959  -0.29
C8 2.4257 0.1008 -1.3700  -0.21
C9 -1.0161 1.5483 0.5921  -0.20
C10 2.0675 -1.3736 0.5309  -0.21
C11 -1.6594 2.1262 -0.3426  -0.13
C12 1.5811 -0.2619 -0.3783  -0.23
C13 -4.6482 -1.4438 0.6954  -0.19
C14 3.4424 -1.1965 0.8540  -0.21
C15 0.6098 1.8901 0.8823  -0.39
H1 2.1411 1.1621 -1.7912  0.18
H2 5.4121 -0.9205 -0.0965  0.14
H3 3.6451 -0.3135 1.6952  0.17
H4 2.4394 1.3842 0.9475  0.01
H5 -0.8831 -0.3987 1.7722  0.19
H6 -5.1507 -0.8489 1.5684  0.16
H7 4.6004 0.2584 -1.8445  0.18
H8 -1.2269 3.4279 -0.6659  0.23
H9 1.3469 -1.2656 1.4441  0.15
H10 3.8196 -2.3233 1.3412  0.18
H11 1.7915 -2.1031 -0.2057  0.13
H12 4.2220 -1.8747 -0.8227  0.10
H13 -3.6214 2.5434 -1.2489  0.16
H14 -4.4941 -1.5973 -1.4949  0.20
H15 0.4956 -0.2639 -0.6914  0.16
H16 -4.8365 -2.4244 1.0251  0.11
H17 -6.0765 -0.8685 -0.6787  0.12
H18 4.0653 1.0926 -0.2817  0.14
H19 2.4650 -0.5187 -2.2032  0.11

Output
2S+1: 1
E_HOMO (eV): -8.20